## A
Below is one molecule with the formula C7H15N2OP, with properties calculated with ωB97M-V/def2-TZVPD.

Geometry (Å):
C  3.3593  0.6761  -1.1223
C  2.0191  0.8956  -0.3978
C  1.4425  -0.3612  0.1885
O  2.0292  -1.4162  0.1603
N  0.1173  -0.3639  0.4895
C  -0.6680  -1.5879  0.6690
C  -1.5859  -1.7708  -0.4865
C  -2.6594  -0.6951  -0.4193
P  -1.9032  1.0216  -0.7387
N  -0.6964  0.9933  0.3362
C  -0.9921  1.6228  1.5954
H  3.4238  1.3788  -1.9918
H  3.3518  -0.2259  -1.6678
H  4.2199  0.9362  -0.4616
H  1.3708  1.2818  -1.1922
H  1.9600  1.7470  0.3873
H  -1.2476  -1.4425  1.5695
H  0.1083  -2.2663  1.1598
H  -1.0345  -1.8893  -1.3694
H  -1.9673  -2.7004  -0.1096
H  -3.2585  -1.0079  -1.2718
H  -2.9914  -0.8377  0.5659
H  -1.1272  0.5431  -1.7278
H  -0.4104  2.5609  1.7163
H  -2.0918  1.8983  1.6115
H  -0.7684  1.0095  2.5074

The calculation puts the HOMO-LUMO gap at 9.8 eV. As for the total charge: 0. The multiplicity is 1. Its SMILES is CCC(=O)N1CCCPN1C.

## B
Below is one molecule with the formula C7H15N2OP, with properties calculated with ωB97M-V/def2-TZVPD.

Geometry (Å):
N  -1.9052  -2.2522  -1.5280
P  -1.9429  -0.6098  -0.9253
N  -2.1886  0.2742  -2.2755
O  -2.8914  -0.3792  0.1666
C  0.0811  -0.1447  -0.5689
C  0.1451  1.3795  -0.3810
C  0.7777  1.5094  1.0881
C  2.2905  0.9944  1.0036
C  2.1234  -0.6379  0.9677
C  0.4957  -0.7030  0.7901
C  0.0743  0.3536  1.8030
H  -1.0796  -2.8349  -1.4883
H  -2.8090  -2.7188  -1.8376
H  -1.6745  0.0184  -3.0285
H  -2.8100  0.9781  -2.2953
H  0.6230  -0.6368  -1.3121
H  -0.9783  1.7199  -0.4592
H  0.7842  1.8317  -1.1555
H  0.7207  2.4551  1.6195
H  2.6920  1.1784  1.9946
H  2.7339  1.3288  0.1076
H  2.6775  -1.1350  0.1912
H  2.3427  -0.9074  1.9741
H  0.1588  -1.7407  0.8155
H  0.5341  0.0959  2.7708
H  -0.9750  0.5827  1.9625

The calculation puts the HOMO-LUMO gap at 9.9 eV. As for the total charge: 0. The multiplicity is 1. Its SMILES is NP(N)(=O)[C@H]1C[C@@H]2CC[C@H]1C2.

Most stable structure among those shown: B.